No. 1
{"formula": "C27H56FMnN3Se2Si5Te", "method": "ωB97M-V/def2-TZVPD", "elements": ["Mn", "C", "Si", "C", "C", "N", "C", "C", "C", "C", "C", "C", "F", "H", "H", "H", "H", "H", "H", "H", "H", "H", "H", "H", "H", "H", "C", "Se", "C", "C", "Se", "C", "H", "H", "H", "H", "H", "H", "H", "H", "H", "H", "C", "Si", "C", "C", "Si", "Te", "Si", "C", "C", "C", "Si", "C", "C", "C", "H", "H", "H", "H", "H", "H", "H", "H", "H", "H", "H", "H", "H", "H", "H", "H", "H", "H", "H", "H", "H", "H", "H", "H", "H", "H", "H", "N", "C", "C", "C", "C", "C", "N", "H", "H", "H", "H", "H", "H"], "positions_angstrom": [[0.187, -0.247, 0.031], [1.127, -1.318, 4.716], [1.407, -1.299, 2.875], [2.911, -0.225, 2.595], [1.719, -3.075, 2.396], [0.082, -0.584, 1.905], [-1.197, -0.253, 2.400], [-1.738, -0.575, 3.653], [-2.995, -0.128, 4.034], [-3.788, 0.634, 3.189], [-3.307, 0.957, 1.926], [-2.057, 0.500, 1.615], [-1.536, 0.829, 0.341], [2.096, -1.599, 5.141], [0.408, -2.065, 5.053], [0.854, -0.354, 5.149], [3.833, -0.791, 2.749], [2.919, 0.592, 3.320], [2.951, 0.229, 1.605], [2.392, -3.505, 3.144], [2.176, -3.256, 1.425], [0.791, -3.654, 2.437], [-1.180, -1.188, 4.339], [-3.363, -0.399, 5.015], [-4.765, 0.973, 3.502], [-3.872, 1.546, 1.216], [-0.348, 1.637, -3.381], [-0.561, -0.057, -2.407], [0.716, -1.181, -3.350], [2.091, -1.330, -2.717], [2.207, -1.444, -0.757], [3.929, -0.505, -0.609], [-0.637, 1.414, -4.405], [0.657, 2.033, -3.322], [-1.059, 2.330, -2.938], [0.845, -0.726, -4.332], [0.213, -2.136, -3.480], [2.729, -0.492, -2.995], [2.563, -2.242, -3.079], [3.825, 0.573, -0.657], [4.523, -0.889, -1.435], [4.367, -0.815, 0.333], [-4.098, -3.094, 2.552], [-3.409, -4.744, 2.031], [-4.748, -6.023, 1.795], [-2.125, -5.356, 3.244], [-2.350, -4.536, -0.064], [-0.860, -2.549, -0.363], [-4.021, -4.113, -1.735], [-5.266, -2.955, -0.966], [-3.283, -3.334, -3.270], [-4.688, -5.818, -2.078], [-0.916, -6.284, -0.765], [0.708, -6.149, 0.149], [-1.852, -7.835, -0.320], [-0.614, -6.102, -2.602], [-4.230, -3.068, 3.636], [-5.068, -2.899, 2.091], [-3.436, -2.271, 2.284], [-5.139, -6.295, 2.780], [-4.376, -6.940, 1.334], [-5.584, -5.656, 1.197], [-2.569, -5.436, 4.240], [-1.268, -4.681, 3.317], [-1.746, -6.344, 2.974], [-4.780, -2.087, -0.514], [-5.864, -3.443, -0.194], [-5.953, -2.589, -1.735], [-2.594, -2.522, -3.028], [-4.080, -2.912, -3.887], [-2.747, -4.071, -3.871], [-5.007, -6.343, -1.176], [-3.956, -6.437, -2.601], [-5.565, -5.722, -2.726], [0.586, -6.319, 1.221], [1.151, -5.157, 0.020], [1.425, -6.882, -0.227], [-1.966, -7.949, 0.760], [-1.292, -8.700, -0.686], [-2.843, -7.871, -0.774], [-0.471, -5.055, -2.882], [-1.444, -6.492, -3.195], [0.286, -6.647, -2.895], [0.439, 2.395, 2.109], [1.071, 2.609, 0.946], [1.598, 3.902, 0.690], [2.260, 4.157, -0.467], [2.420, 3.119, -1.402], [1.873, 1.912, -1.107], [1.181, 1.612, 0.033], [0.455, 3.118, 2.806], [0.295, 1.438, 2.392], [1.469, 4.669, 1.441], [2.666, 5.141, -0.658], [2.960, 3.266, -2.326], [1.975, 1.086, -1.792]], "forces_ev_per_angstrom": [[0.1, 0.5, -0.5], [0.0, 0.0, 0.1], [0.0, 0.1, 0.0], [0.0, 0.1, 0.0], [-0.1, -0.2, 0.0], [-0.5, 0.0, 0.8], [0.4, -0.3, 0.1], [-0.1, 0.0, 0.2], [0.1, -0.1, 0.0], [0.0, 0.0, 0.0], [0.0, 0.0, 0.1], [0.1, 0.2, -0.8], [-0.3, 0.0, 0.5], [0.0, 0.0, 0.0], [0.1, 0.0, 0.0], [0.0, 0.0, 0.0], [0.0, 0.0, 0.0], [0.0, 0.0, 0.0], [0.0, 0.0, 0.1], [0.0, 0.0, 0.0], [0.0, 0.1, -0.1], [0.0, 0.0, 0.0], [0.0, 0.0, 0.0], [0.0, 0.0, 0.0], [0.0, 0.0, 0.0], [0.0, 0.0, 0.0], [-0.1, -0.3, 0.1], [-0.1, 0.3, -0.3], [0.2, 0.0, -0.1], [0.1, 0.1, -0.1], [0.5, -0.1, 0.0], [-0.2, -0.4, -0.1], [0.0, 0.1, 0.0], [0.0, 0.0, 0.0], [0.0, 0.0, 0.0], [-0.1, -0.1, -0.1], [0.1, 0.0, 0.0], [0.0, 0.0, 0.0], [0.0, 0.0, -0.1], [0.0, 0.0, 0.0], [0.1, 0.1, 0.0], [0.1, 0.0, 0.0], [-0.1, 0.1, 0.0], [0.1, 0.0, 0.1], [0.0, -0.1, 0.0], [0.1, 0.0, 0.0], [0.2, -0.1, 0.4], [-0.3, -0.2, -0.1], [0.0, 0.4, -0.4], [0.0, 0.0, 0.1], [0.0, -0.1, 0.0], [0.0, -0.1, 0.1], [0.1, 0.0, -0.1], [0.0, 0.1, 0.2], [0.1, -0.1, -0.1], [-0.1, 0.0, -0.1], [0.0, 0.0, 0.0], [0.0, 0.0, 0.0], [0.1, 0.0, 0.0], [0.0, 0.0, 0.0], [0.0, 0.0, 0.0], [0.0, 0.0, 0.0], [0.0, 0.0, 0.0], [0.0, 0.0, 0.0], [0.0, 0.0, 0.0], [0.0, 0.0, 0.0], [0.0, 0.0, 0.0], [0.0, 0.0, 0.0], [0.0, 0.0, 0.0], [0.0, -0.1, 0.0], [0.0, 0.0, 0.0], [0.0, 0.0, 0.0], [0.0, 0.0, 0.0], [0.0, 0.0, 0.0], [0.0, 0.0, 0.0], [0.0, 0.0, 0.0], [0.0, 0.0, 0.0], [0.0, 0.0, 0.0], [0.0, 0.0, 0.0], [0.0, 0.0, 0.0], [0.0, 0.0, 0.0], [0.0, 0.0, 0.0], [0.0, 0.0, 0.0], [-0.1, -0.3, 0.1], [0.2, 0.2, -0.5], [-0.1, -0.1, 0.1], [0.1, 0.0, -0.2], [0.0, 0.2, 0.1], [-0.1, -0.2, 0.3], [0.0, 0.2, 0.0], [0.0, -0.1, 0.0], [0.0, 0.1, 0.1], [0.0, 0.0, 0.0], [0.0, 0.0, 0.0], [0.0, 0.0, 0.0], [0.0, 0.1, 0.0]], "lowdin_charge": [-0.054, -0.171, 0.413, -0.160, -0.180, -0.201, -0.333, -0.024, -0.068, -0.054, 0.012, -0.204, -0.082, 0.054, 0.036, 0.049, 0.052, 0.046, -0.016, 0.054, -0.015, 0.015, 0.079, 0.121, 0.119, 0.133, -0.285, 0.930, -0.492, -0.464, 0.933, -0.282, 0.041, 0.017, 0.045, 0.087, 0.047, 0.071, 0.084, 0.026, 0.048, 0.026, -0.198, 0.347, -0.199, -0.199, 0.214, 0.988, 0.386, -0.197, -0.201, -0.187, 0.337, -0.208, -0.200, -0.201, 0.048, 0.034, 0.001, 0.049, 0.027, 0.029, 0.046, 0.015, 0.031, 0.031, 0.029, 0.048, -0.020, 0.047, 0.035, 0.027, 0.031, 0.055, 0.035, 0.001, 0.046, 0.031, 0.049, 0.024, 0.011, 0.033, 0.043, 0.194, -0.326, 0.009, -0.025, -0.050, -0.219, 0.033, 0.128, 0.064, 0.125, 0.127, 0.122, 0.047], "homo_energy_ev": [-12.82, -12.72], "multiplicity": 2, "energy_ev": -244778.904, "e_lumo_ha": [-0.3017, -0.3074], "total_charge": 2, "gap_ev": [4.605, 4.354]}

No. 2
{"formula": "C4H7N3S", "method": "ωB97M-V/def2-TZVPD", "elements": ["C", "C", "C", "C", "N", "N", "N", "S", "H", "H", "H", "H", "H", "H", "H"], "positions_angstrom": [[0.081, -1.730, 0.584], [1.164, -1.054, 0.267], [-1.903, -0.306, -0.112], [2.189, -0.041, 0.231], [-1.290, -1.523, 0.263], [-1.435, 0.856, -0.207], [-2.048, 2.037, -0.020], [-3.628, -0.691, -0.234], [0.096, -2.805, 0.829], [3.113, -0.520, 0.110], [2.233, 0.596, 1.173], [2.038, 0.555, -0.595], [-1.929, -2.223, 0.398], [-3.128, 2.159, -0.056], [-1.583, 2.843, -0.435]], "forces_ev_per_angstrom": [[-0.2, -0.9, -1.4], [-1.5, -0.7, 1.4], [-5.0, -4.4, 1.4], [-0.7, 0.0, 2.5], [3.4, 4.7, -0.8], [2.7, 3.5, 0.0], [-2.2, -0.6, -0.6], [0.5, 1.3, -0.3], [0.7, 0.3, 0.4], [1.7, -0.5, -0.1], [-0.2, -0.8, -1.1], [-0.2, 1.8, -1.9], [-1.5, -1.9, 0.3], [2.2, -1.1, 0.2], [0.2, -0.7, 0.1]], "lowdin_charge": [-0.166, -0.016, -0.781, -0.126, -0.052, -0.029, 0.038, 0.577, 0.106, 0.051, 0.111, 0.040, 0.025, 0.125, 0.098], "homo_energy_ev": [-7.49, -7.62], "multiplicity": 3, "energy_ev": -19561.175, "e_lumo_ha": [0.0300, -0.0752], "de_lowest_kcal_mol": 42.13, "gap_ev": [8.306, 5.573]}

No. 3
{"formula": "C3H3FN2S", "method": "ωB97M-V/def2-TZVPD", "elements": ["C", "C", "C", "N", "N", "F", "S", "H", "H", "H"], "positions_angstrom": [[-1.161, 0.088, 0.753], [-2.300, -0.331, 0.214], [-0.913, -1.523, -1.649], [0.051, -0.088, 0.062], [0.105, -0.928, -1.114], [-3.606, -0.156, 0.419], [-1.368, -2.566, -2.732], [-1.167, 0.552, 1.723], [0.496, 0.706, -0.306], [1.024, -0.737, -1.399]], "forces_ev_per_angstrom": [[-2.2, -0.1, -0.7], [0.9, -0.5, -2.1], [-0.3, 0.9, 1.4], [0.6, -1.7, 0.4], [-2.1, 0.5, 1.7], [1.3, -0.3, 0.6], [0.0, -0.2, -0.4], [0.6, 0.4, 0.2], [0.1, 1.9, 0.4], [1.3, -0.9, -1.5]], "lowdin_charge": [-0.165, -0.055, -0.750, -0.040, -0.049, 0.043, 0.674, 0.107, 0.101, 0.133], "homo_energy_ev": [-7.70, -8.54], "multiplicity": 1, "energy_ev": -19686.368, "e_lumo_ha": [-0.0049, -0.0135], "de_lowest_kcal_mol": 139.96, "gap_ev": [7.565, 8.169]}

No. 4
{"formula": "C5H8N2", "method": "ωB97M-V/def2-TZVPD", "elements": ["C", "C", "C", "C", "N", "C", "N", "H", "H", "H", "H", "H", "H", "H", "H"], "positions_angstrom": [[-0.886, -0.473, -2.054], [-0.068, 0.394, -1.058], [0.074, -0.032, 0.381], [-0.749, -0.510, 1.440], [0.015, -0.361, 2.675], [1.283, -0.031, 2.190], [1.285, 0.367, 0.865], [-0.621, -1.539, -1.857], [-0.757, -0.070, -3.031], [-2.077, -0.352, -1.927], [0.998, 0.553, -1.421], [-0.621, 1.453, -1.101], [-1.863, -0.601, 1.503], [2.148, 0.171, 3.015], [1.842, 1.031, 0.380]], "forces_ev_per_angstrom": [[-2.1, -0.2, 2.1], [-1.5, 2.0, -0.9], [-2.1, 0.3, -0.1], [1.9, 2.3, 0.5], [2.7, -0.8, -4.2], [-1.0, 1.8, 4.2], [-1.0, -2.5, 2.7], [-0.3, 0.7, -0.9], [0.6, -0.3, -0.9], [2.7, -0.4, 0.3], [-1.4, -0.2, 0.0], [1.4, -1.9, 0.2], [1.5, -0.3, -0.4], [-2.1, -0.4, -2.6], [0.8, 0.0, 0.0]], "lowdin_charge": [-0.122, -0.227, -0.313, -0.081, 0.017, -0.202, 0.051, 0.078, 0.039, 0.115, 0.113, 0.145, 0.105, 0.147, 0.136], "homo_energy_ev": -8.35, "multiplicity": 1, "energy_ev": -8293.047, "smiles": "CCc1cnc[nH]1", "e_lumo_ha": 0.0289, "de_lowest_kcal_mol": 44.95, "gap_ev": 9.136}